{"formula": "C32H32BrCeFN3O2", "method": "ωB97M-V/def2-TZVPD", "gap_ha": [0.1593, 0.1604], "homo_ev": [-15.6, -15.6], "charge": 3, "symbols": ["Ce", "C", "O", "C", "C", "C", "Br", "C", "C", "C", "O", "C", "N", "C", "C", "C", "C", "C", "C", "N", "H", "H", "H", "H", "H", "H", "H", "H", "H", "H", "H", "C", "C", "C", "C", "C", "C", "C", "C", "C", "C", "C", "C", "N", "C", "C", "C", "C", "C", "C", "F", "H", "H", "H", "H", "H", "H", "H", "H", "H", "H", "H", "H", "H", "H", "H", "H", "H", "H", "H", "H", "H"], "positions_angstrom": [[-1.022244, -0.130738, -0.282277], [-2.754191, -2.121333, -2.357307], [-1.571490, -2.262181, -1.600624], [-0.378377, -2.784526, -2.286414], [-0.293064, -4.115835, -2.653000], [0.812212, -4.597634, -3.359420], [0.952937, -6.349081, -3.976487], [1.861094, -3.715111, -3.618334], [1.770562, -2.315002, -3.270688], [0.712876, -1.845345, -2.498133], [0.788125, -0.671852, -1.841256], [2.898068, -1.386216, -3.600472], [2.843849, -0.030164, -3.572924], [4.142033, 0.492875, -3.743200], [4.592019, 1.809166, -3.667998], [5.922227, 1.967239, -4.048552], [6.830394, 0.865737, -4.279314], [6.282099, -0.392314, -4.446487], [4.921870, -0.627080, -4.068288], [4.197530, -1.779815, -3.821808], [-2.650139, -2.553069, -3.354620], [-2.995493, -1.043798, -2.443772], [-3.608491, -2.651411, -1.921544], [-1.103577, -4.820367, -2.412071], [2.613243, -4.180007, -4.267697], [2.163916, 0.371091, -2.996079], [4.004639, 2.672637, -3.394553], [6.369970, 2.877410, -4.323123], [7.914119, 1.061539, -4.264453], [6.830635, -1.210731, -4.818776], [4.536382, -2.671833, -4.107062], [0.622451, 2.084966, 0.625825], [0.428573, 2.708358, 2.020205], [-0.283989, 4.037697, 2.091397], [-0.193541, 1.758490, 3.070067], [-0.080017, 1.925149, 4.501493], [-0.448839, 0.925386, 5.461286], [-0.839979, -0.298406, 4.974341], [-1.034081, -0.546840, 3.624041], [-1.302258, -1.945037, 3.256668], [-2.721631, -2.284774, 3.779672], [-0.889240, -2.314074, 1.824531], [-0.892184, 0.611547, 2.778476], [-1.856850, 0.642796, 1.678280], [-2.955504, 1.463597, 1.587618], [-3.576568, 2.093753, 2.714591], [-4.755869, 2.786453, 2.518172], [-5.221249, 3.112479, 1.256854], [-4.550581, 2.703030, 0.111408], [-3.559315, 1.770168, 0.329659], [-2.775448, 1.346891, -0.861872], [1.432445, 2.694017, 0.129091], [-0.288510, 2.191233, 0.023388], [1.071964, 1.108476, 0.583013], [1.423110, 3.045515, 2.356799], [-1.326799, 3.908242, 1.836122], [0.061816, 4.737686, 1.312606], [-0.170340, 4.417775, 3.087016], [0.169977, 2.915553, 4.914732], [-0.264782, 1.082564, 6.519094], [-1.047842, -1.149607, 5.671947], [-0.613061, -2.535971, 3.897386], [-3.515767, -2.176431, 3.082306], [-2.973960, -1.617491, 4.524561], [-2.656315, -3.224963, 4.227940], [-1.656030, -1.981465, 1.136304], [-0.970254, -3.415875, 1.751486], [0.107974, -1.912668, 1.600326], [-3.236127, 1.750011, 3.714690], [-5.325212, 2.977447, 3.355404], [-6.046974, 3.791048, 1.104192], [-4.872934, 2.951025, -0.874380]], "atomic_forces_ev_per_a": [[1.1, -1.0, 0.2], [-1.3, 0.1, -1.1], [2.5, 0.0, 0.7], [0.4, 0.9, 0.0], [-1.1, -0.2, 0.2], [0.8, 1.3, 0.4], [-0.2, -0.2, 0.1], [-0.9, 0.6, -0.7], [1.5, -1.0, -0.5], [-1.1, -1.1, 0.9], [-2.3, 0.4, 0.8], [0.5, -0.9, 0.7], [1.9, -2.0, 0.1], [-0.9, -1.0, 0.1], [1.4, -0.1, -1.0], [0.5, -1.8, 0.2], [-1.6, 0.3, 0.1], [-0.9, -0.2, 1.1], [2.0, 2.4, -0.1], [-2.0, 2.1, -1.0], [0.2, 0.3, 0.0], [-0.1, -0.3, -0.2], [0.4, 0.2, 0.4], [0.3, 0.5, -0.1], [0.2, 0.8, 0.4], [-1.5, 0.8, 0.6], [-0.3, -0.1, -0.3], [0.1, 1.6, 0.6], [-0.7, -0.2, -0.7], [1.0, -0.9, 0.0], [-0.1, -0.8, 0.0], [0.9, 2.2, -0.2], [0.1, -0.4, 1.2], [-0.7, 0.2, -1.9], [1.0, 1.0, 3.2], [-0.1, 0.5, -0.4], [0.7, 1.1, -1.8], [-0.3, -1.5, 1.0], [1.0, 2.1, 0.5], [-0.1, -0.3, 0.0], [1.3, -0.3, -1.6], [-0.9, -0.9, 0.9], [-2.2, -1.8, -2.1], [1.9, -1.9, -2.0], [-0.9, 1.9, 0.1], [0.4, -1.9, -0.6], [1.0, -0.6, -1.0], [0.1, 0.7, -0.5], [0.4, -1.6, 0.7], [1.1, 0.8, 0.6], [-0.4, -0.1, 0.9], [-1.1, -0.4, 0.1], [-0.1, 0.2, -0.3], [0.2, -1.0, 0.4], [0.0, -1.1, 0.2], [-0.6, 0.0, 0.3], [0.3, -0.1, 0.6], [-0.1, 0.5, 0.3], [0.5, -0.6, -0.4], [-0.3, 0.2, -0.1], [0.4, 0.9, -0.6], [-0.3, 0.4, -0.3], [-0.5, -0.3, -1.0], [-0.4, 1.4, 1.8], [-0.5, -1.7, 0.4], [-0.6, 0.2, -0.5], [0.6, 0.5, -0.3], [0.1, -0.3, -0.1], [-0.3, 0.6, -0.7], [-1.1, 0.9, 1.7], [-0.3, -0.1, 0.3], [-0.1, 0.3, -0.5]]}